No. 1
This record from the OMol25 dataset describes the molecule C3H4N2O at a distorted geometry. The level of theory is ωB97M-V with the def2-TZVPD basis set.

The calculation puts the energy at -8197.9791 eV. Its orbital gap (spin up / spin down) is 9.0222 / 9.0205 eV. Its SMILES is C=C=N[N+](=C)[O-]. The spin multiplicity is 1.

Last column: Mulliken charge in e.
Cartesian coordinates (Å):
1 C 1.203 -0.044 0.121  0.72
2 C -2.089 0.744 -0.230  -0.43
3 C 2.404 -0.459 -0.095  -0.95
4 N 0.085 0.306 0.482  -0.54
5 N -1.179 -0.161 0.235  0.79
6 O -1.406 -1.362 0.308  -0.64
7 H -1.724 1.825 -0.213  0.26
8 H -3.106 0.424 -0.552  0.28
9 H 3.221 0.092 -0.574  0.28
10 H 2.592 -1.362 0.518  0.23


No. 2
This record from the OMol25 dataset describes a 2-piece molecular cluster, C5H14 overall at a distorted geometry. The level of theory is ωB97M-V with the def2-TZVPD basis set.

The calculation puts the energy at -5411.4008 eV. Its orbital gap is 12.1904 eV. Its SMILES is CCC.CC. The spin multiplicity is 1.

Last column: Mulliken charge in e.
Cartesian coordinates (Å):
1 C -0.388 0.225 1.593  -0.10
2 C -0.544 0.331 3.120  -1.30
3 C -0.555 -1.251 1.187  -1.19
4 H 0.641 0.579 1.401  0.19
5 H -0.861 1.012 0.992  0.39
6 H -0.580 1.352 3.525  0.34
7 H -1.435 -0.237 3.376  0.36
8 H 0.388 -1.750 0.935  0.27
9 H -1.341 -1.536 0.492  0.30
10 H 0.375 -0.060 3.575  0.29
11 H -0.880 -1.791 2.085  0.44
12 C 1.000 0.430 -2.182  -0.65
13 C 0.389 0.285 -3.556  -0.89
14 H 0.539 1.309 -1.701  0.23
15 H 0.910 -0.405 -1.481  0.16
16 H 2.073 0.636 -2.180  0.32
17 H -0.706 0.252 -3.629  0.29
18 H 0.702 1.126 -4.179  0.27
19 H 0.786 -0.627 -3.984  0.27


No. 3
This record from the OMol25 dataset describes C29H51IrN6O2Si as an isolated structure. The level of theory is ωB97M-V with the def2-TZVPD basis set.

The calculation puts the energy at -54630.8605 eV. Its expectation value of S² is 0.78. Its orbital gap (spin up / spin down) is 8.6324 / 6.8521 eV. The spin multiplicity is 2. As for the charge: +3.

Last column: Mulliken spin population.
Cartesian coordinates (Å):
1 Ir 0.748 -0.204 0.742  0.01
2 C 0.234 -2.834 3.046  -0.01
3 C -0.240 -3.114 1.643  0.01
4 N 0.409 -2.268 0.606  0.00
5 C 1.612 -2.834 -0.037  0.00
6 C 1.711 -2.140 -1.376  0.00
7 N 1.497 -0.651 -1.256  0.01
8 C 2.759 0.022 -1.681  0.00
9 C 3.934 -0.332 -0.789  0.00
10 C 3.909 0.448 0.498  0.00
11 N 2.753 0.127 1.389  0.00
12 C 3.013 -0.699 2.584  0.00
13 C 1.919 -0.322 3.558  0.00
14 N 0.563 -0.349 2.920  0.00
15 C -0.239 -1.469 3.492  0.01
16 H 1.322 -2.924 3.127  0.00
17 H -0.181 -3.591 3.711  0.00
18 H -1.308 -2.894 1.587  0.00
19 H -0.104 -4.160 1.363  0.00
20 H -0.277 -2.238 -0.152  0.01
21 H 1.511 -3.912 -0.182  0.00
22 H 2.478 -2.655 0.599  0.00
23 H 0.950 -2.542 -2.034  0.00
24 H 2.667 -2.336 -1.855  0.00
25 H 0.776 -0.406 -1.928  0.00
26 H 2.596 1.101 -1.690  0.00
27 H 2.960 -0.294 -2.707  0.00
28 H 4.863 -0.105 -1.311  0.00
29 H 3.962 -1.406 -0.592  0.00
30 H 3.801 1.507 0.254  0.00
31 H 4.835 0.338 1.063  0.00
32 H 2.525 1.045 1.776  0.00
33 H 3.990 -0.469 3.011  0.00
34 H 2.996 -1.755 2.322  0.00
35 H 2.101 0.695 3.917  0.00
36 H 1.931 -0.975 4.429  0.00
37 H 0.101 0.503 3.217  -0.01
38 H -1.276 -1.324 3.195  0.00
39 H -0.186 -1.379 4.578  0.00
40 C -2.458 2.981 0.575  0.02
41 Si -1.924 1.643 1.767  -0.02
42 C -0.616 2.489 2.843  0.00
43 C -3.137 1.120 3.100  0.01
44 N -1.425 0.186 0.659  0.38
45 C -2.471 -0.256 -0.086  0.26
46 C -3.818 0.134 0.258  0.07
47 C -4.936 -0.259 -0.411  0.00
48 C -4.815 -1.085 -1.535  0.19
49 C -3.556 -1.478 -1.950  -0.07
50 C -2.412 -1.092 -1.269  0.12
51 O -1.177 -1.466 -1.722  0.04
52 C -1.097 -2.096 -2.998  -0.03
53 C -0.810 -1.308 -4.093  0.00
54 C -0.647 -1.926 -5.328  0.00
55 C -0.774 -3.303 -5.441  0.00
56 C -1.071 -4.073 -4.322  0.00
57 C -1.233 -3.469 -3.082  0.00
58 H -3.130 3.668 1.098  0.00
59 H -2.964 2.646 -0.328  0.00
60 H -1.585 3.572 0.284  0.00
61 H -0.953 3.532 2.858  0.00
62 H 0.405 2.496 2.474  0.00
63 H -0.634 2.194 3.898  0.00
64 H -3.318 2.004 3.721  0.00
65 H -2.686 0.383 3.766  0.00
66 H -4.109 0.729 2.804  0.00
67 H -3.978 0.764 1.113  0.00
68 H -5.910 0.067 -0.072  0.00
69 H -5.690 -1.409 -2.081  0.00
70 H -3.463 -2.094 -2.830  0.01
71 H -0.749 -0.229 -3.993  0.00
72 H -0.430 -1.328 -6.204  0.00
73 H -0.651 -3.778 -6.404  0.00
74 H -1.180 -5.145 -4.415  0.00
75 H -1.485 -4.054 -2.204  0.00
76 C 2.063 4.466 0.556  0.00
77 N 1.156 3.946 -0.472  0.00
78 C 0.776 4.917 -1.511  0.00
79 C 0.719 2.703 -0.473  0.00
80 C -0.205 2.270 -1.574  -0.06
81 O 1.094 1.894 0.442  0.01
82 H 1.695 5.436 0.889  0.00
83 H 3.060 4.601 0.135  0.00
84 H 2.113 3.795 1.402  0.00
85 H 1.542 5.686 -1.548  0.00
86 H -0.178 5.389 -1.272  0.00
87 H 0.725 4.451 -2.490  0.00
88 H -0.913 3.050 -1.845  0.00
89 H -0.751 1.388 -1.257  0.04
90 H 0.379 2.040 -2.470  0.00


No. 4
This record from the OMol25 dataset describes a 3-piece molecular cluster, C22H41FN3O overall at a distorted geometry. The level of theory is ωB97M-V with the def2-TZVPD basis set.

The calculation puts the energy at -32713.4082 eV. Its orbital gap is 4.3376 eV. The spin multiplicity is 1. As for the charge: -1.

Last column: Mulliken charge in e.
Cartesian coordinates (Å):
1 O 5.565 -6.320 3.583  -0.54
2 C 5.835 -5.143 3.628  0.58
3 F 6.072 -4.593 4.864  -0.29
4 C 5.863 -4.266 2.358  -0.52
5 N 4.753 -3.346 2.251  -0.78
6 C 3.546 -4.097 2.461  -0.59
7 C 2.326 -3.413 1.761  -0.13
8 C 1.215 -4.453 1.729  0.45
9 C 0.936 -5.161 0.586  -0.34
10 C -0.055 -6.118 0.635  -0.47
11 C -0.724 -6.348 1.802  -0.34
12 C -0.457 -5.630 2.943  -0.60
13 C 0.528 -4.670 2.905  -0.34
14 H 6.830 -3.739 2.328  0.37
15 H 5.832 -4.949 1.483  0.25
16 H 3.267 -4.150 3.543  0.11
17 H 3.599 -5.120 2.021  0.37
18 H 2.643 -3.151 0.748  0.27
19 H 1.978 -2.569 2.361  -0.24
20 H 1.500 -4.952 -0.316  0.39
21 H -0.308 -6.722 -0.232  0.35
22 H -1.507 -7.099 1.866  0.33
23 H -0.969 -5.805 3.884  0.35
24 H 0.780 -4.079 3.779  0.35
25 C -1.764 0.874 0.759  -0.97
26 C -0.468 1.195 1.491  -0.45
27 N 0.678 0.470 0.980  0.32
28 C 1.837 0.533 1.858  -0.73
29 C 2.485 1.903 2.092  -1.28
30 C 0.958 0.626 -0.436  -0.77
31 C 1.189 2.046 -0.969  -0.99
32 H -1.952 -0.200 0.744  0.34
33 H -2.605 1.354 1.266  0.46
34 H -1.754 1.239 -0.269  -0.20
35 H -0.610 0.917 2.538  0.48
36 H -0.310 2.286 1.474  0.26
37 H 2.599 -0.159 1.493  0.38
38 H 1.541 0.132 2.832  0.45
39 H 3.053 2.237 1.224  0.25
40 H 3.189 1.834 2.923  0.46
41 H 1.753 2.671 2.348  0.28
42 H 0.128 0.186 -0.999  0.46
43 H 1.818 0.004 -0.696  0.34
44 H 0.439 2.753 -0.609  0.18
45 H 1.132 2.041 -2.061  0.39
46 H 2.176 2.425 -0.706  0.31
47 C -5.588 3.216 -4.039  -1.42
48 C -4.487 4.265 -3.976  -0.33
49 N -3.877 4.376 -2.665  0.19
50 C -3.052 5.562 -2.512  -0.69
51 C -1.798 5.685 -3.385  -0.89
52 C -3.323 3.148 -2.117  -0.85
53 C -2.255 2.414 -2.933  -0.66
54 H -6.336 3.386 -3.264  0.33
55 H -6.089 3.264 -5.007  0.43
56 H -5.196 2.204 -3.926  0.28
57 H -4.939 5.229 -4.226  0.47
58 H -3.747 4.052 -4.763  0.26
59 H -2.760 5.656 -1.462  0.33
60 H -3.686 6.434 -2.707  0.41
61 H -1.004 5.019 -3.051  0.15
62 H -1.406 6.703 -3.322  0.40
63 H -2.005 5.482 -4.437  0.26
64 H -4.148 2.452 -1.942  0.29
65 H -2.926 3.350 -1.119  0.36
66 H -2.526 2.316 -3.986  0.35
67 H -2.124 1.405 -2.537  0.39
68 H -1.286 2.907 -2.867  -0.05


No. 5
This record from the OMol25 dataset describes the molecule CHI2P at a distorted geometry. The level of theory is ωB97M-V with the def2-TZVPD basis set.

The calculation puts the energy at -26537.0015 eV. Its orbital gap (spin up / spin down) is 6.1217 / 6.0348 eV. The spin multiplicity is 1.

Last column: Mulliken charge in e.
Cartesian coordinates (Å):
1 C -0.161 0.260 0.807  -0.61
2 P -1.343 -1.751 -1.227  0.02
3 I 0.245 2.077 -0.571  -0.10
4 I 0.771 -1.323 -0.574  0.38
5 H 0.488 0.737 1.566  0.31


> What is the energy in the fourth record?

-32713.4082 eV


Please write out number 4 again, unchanged.
This record from the OMol25 dataset describes a 3-piece molecular cluster, C22H41FN3O overall at a distorted geometry. The level of theory is ωB97M-V with the def2-TZVPD basis set.

The calculation puts the energy at -32713.4082 eV. Its orbital gap is 4.3376 eV. The spin multiplicity is 1. As for the charge: -1.

Last column: Mulliken charge in e.
Cartesian coordinates (Å):
1 O 5.565 -6.320 3.583  -0.54
2 C 5.835 -5.143 3.628  0.58
3 F 6.072 -4.593 4.864  -0.29
4 C 5.863 -4.266 2.358  -0.52
5 N 4.753 -3.346 2.251  -0.78
6 C 3.546 -4.097 2.461  -0.59
7 C 2.326 -3.413 1.761  -0.13
8 C 1.215 -4.453 1.729  0.45
9 C 0.936 -5.161 0.586  -0.34
10 C -0.055 -6.118 0.635  -0.47
11 C -0.724 -6.348 1.802  -0.34
12 C -0.457 -5.630 2.943  -0.60
13 C 0.528 -4.670 2.905  -0.34
14 H 6.830 -3.739 2.328  0.37
15 H 5.832 -4.949 1.483  0.25
16 H 3.267 -4.150 3.543  0.11
17 H 3.599 -5.120 2.021  0.37
18 H 2.643 -3.151 0.748  0.27
19 H 1.978 -2.569 2.361  -0.24
20 H 1.500 -4.952 -0.316  0.39
21 H -0.308 -6.722 -0.232  0.35
22 H -1.507 -7.099 1.866  0.33
23 H -0.969 -5.805 3.884  0.35
24 H 0.780 -4.079 3.779  0.35
25 C -1.764 0.874 0.759  -0.97
26 C -0.468 1.195 1.491  -0.45
27 N 0.678 0.470 0.980  0.32
28 C 1.837 0.533 1.858  -0.73
29 C 2.485 1.903 2.092  -1.28
30 C 0.958 0.626 -0.436  -0.77
31 C 1.189 2.046 -0.969  -0.99
32 H -1.952 -0.200 0.744  0.34
33 H -2.605 1.354 1.266  0.46
34 H -1.754 1.239 -0.269  -0.20
35 H -0.610 0.917 2.538  0.48
36 H -0.310 2.286 1.474  0.26
37 H 2.599 -0.159 1.493  0.38
38 H 1.541 0.132 2.832  0.45
39 H 3.053 2.237 1.224  0.25
40 H 3.189 1.834 2.923  0.46
41 H 1.753 2.671 2.348  0.28
42 H 0.128 0.186 -0.999  0.46
43 H 1.818 0.004 -0.696  0.34
44 H 0.439 2.753 -0.609  0.18
45 H 1.132 2.041 -2.061  0.39
46 H 2.176 2.425 -0.706  0.31
47 C -5.588 3.216 -4.039  -1.42
48 C -4.487 4.265 -3.976  -0.33
49 N -3.877 4.376 -2.665  0.19
50 C -3.052 5.562 -2.512  -0.69
51 C -1.798 5.685 -3.385  -0.89
52 C -3.323 3.148 -2.117  -0.85
53 C -2.255 2.414 -2.933  -0.66
54 H -6.336 3.386 -3.264  0.33
55 H -6.089 3.264 -5.007  0.43
56 H -5.196 2.204 -3.926  0.28
57 H -4.939 5.229 -4.226  0.47
58 H -3.747 4.052 -4.763  0.26
59 H -2.760 5.656 -1.462  0.33
60 H -3.686 6.434 -2.707  0.41
61 H -1.004 5.019 -3.051  0.15
62 H -1.406 6.703 -3.322  0.40
63 H -2.005 5.482 -4.437  0.26
64 H -4.148 2.452 -1.942  0.29
65 H -2.926 3.350 -1.119  0.36
66 H -2.526 2.316 -3.986  0.35
67 H -2.124 1.405 -2.537  0.39
68 H -1.286 2.907 -2.867  -0.05


> Number 2 is which compound?

C5H14